Density functional theory data (ωB97M-V/def2-TZVPD) for 5 unconnected molecules or ions with the total composition C30H25N5O10 at a distorted geometry.

## Properties
relative energy (zero: lowest compared OMol25 entry of this formula, charge and spin) = 30.5 kJ/mol
HOMO-LUMO gap (alpha / beta) = 5.81 / 2.25 eV
LUMO energy (alpha / beta) = -5.5 / -9.1 eV
HOMO (alpha / beta) = -11.3 / -11.3 eV
max |F| = 0.1016 Eh/bohr

The geometry in ORCA input format:
```
! RIJCOSX wB97M-V def2-TZVPD def2/J DEFGRID3
* xyz 1 2
C -2.0847 -1.1063 8.2093
C -1.7206 -2.3003 7.6672
C -1.2366 -2.3805 6.3690
C -1.1945 -1.1848 5.6024
C -1.6323 0.0217 6.1071
C -2.0416 0.0486 7.4398
N -0.5282 -1.2146 4.2676
O -0.5748 -0.1401 3.6351
O 0.1986 -2.2743 3.9874
H -2.4008 -1.2385 9.2336
H -1.7400 -3.2039 8.2584
H -0.7262 -3.2627 6.0117
H -1.4977 0.9574 5.5849
H -2.2911 1.0098 7.8644
C 8.6720 2.9496 -2.8440
C 7.8653 3.9676 -2.2646
C 6.4917 3.9276 -2.4447
C 5.9167 2.9745 -3.1929
C 6.6773 1.9744 -3.7492
C 8.0548 1.8245 -3.5122
N 4.4269 2.9921 -3.4540
O 3.7968 3.9591 -3.0705
O 3.9180 2.0478 -4.1019
H 9.7146 3.1119 -2.6140
H 8.2994 4.8269 -1.7753
H 5.8878 4.6326 -1.8926
H 6.2925 1.1571 -4.3409
H 8.6646 1.1288 -4.0695
C 1.5195 0.7020 -0.2623
C 0.3830 0.2528 0.3831
C -0.7163 1.1203 0.4568
C -0.6085 2.3472 -0.0709
C 0.5753 2.7977 -0.7308
C 1.6145 1.9139 -0.8715
N -1.8239 3.1978 0.0153
O -1.8912 4.2104 -0.6012
O -2.7910 2.7803 0.6124
H 2.4515 0.1597 -0.2018
H 0.2329 -0.7129 0.8427
H -1.6557 0.7880 0.8733
H 0.6911 3.8045 -1.1040
H 2.4965 2.2018 -1.4241
C -4.1649 -0.4401 -1.2758
C -4.5875 -1.7643 -0.9942
C -5.9025 -2.1271 -1.4382
C -6.8451 -1.1823 -2.0098
C -6.4860 0.1736 -2.1217
C -5.1195 0.5085 -1.8108
N -8.1668 -1.6919 -2.5044
O -8.7177 -1.1151 -3.4012
O -8.7555 -2.5362 -1.7677
H -3.1741 -0.0658 -1.0645
H -3.9941 -2.5201 -0.5011
H -6.3581 -3.0837 -1.2289
H -7.0734 0.9102 -2.6495
H -4.7374 1.4876 -2.0591
C -0.9978 -3.6381 -0.9361
C 0.3050 -3.9250 -0.3103
C 1.4344 -3.1884 -0.6891
C 1.3499 -2.2301 -1.7034
C 0.0627 -1.9367 -2.2073
C -1.0876 -2.6559 -1.8829
N 2.5579 -1.5084 -2.2037
O 2.4373 -0.6999 -3.0881
O 3.6686 -1.7103 -1.6569
H -1.8062 -4.1564 -0.4417
H 0.2392 -4.5764 0.5486
H 2.2983 -3.5222 -0.1334
H -0.0369 -1.1435 -2.9335
H -2.0280 -2.4314 -2.3641
*
```

***

Density functional theory data (ωB97M-V/def2-TZVPD) for 11 unconnected molecules or ions with the total composition C21H64N6O11 at a distorted geometry.

## Properties
relative energy (zero: lowest compared OMol25 entry of this formula, charge and spin) = 839.3 kJ/mol
SMILES = NC(N)=O.NC(N)=O.NC(N)=O.CC(C)O.CC(C)O.CC(C)O.CC(C)O.CC(C)O.CO.CO.CO
HOMO-LUMO gap = 9.06 eV
LUMO energy = 0.1 eV
HOMO = -9.0 eV
max |F| = 0.2140 Eh/bohr

The geometry in ORCA input format:
```
! RIJCOSX wB97M-V def2-TZVPD def2/J DEFGRID3
* xyz 0 1
C -4.7172 0.4406 -0.2606
O -3.4563 0.0577 -0.5684
H -5.0846 0.0554 0.6453
H -5.4450 0.3036 -1.0328
H -4.7167 1.5108 -0.0461
H -2.8801 0.5826 0.0143
C -2.9111 -2.1066 2.1791
O -1.6796 -1.7844 1.5625
H -3.0609 -3.1470 2.2308
H -3.6610 -1.5471 1.6120
H -2.9516 -1.6065 3.1110
H -1.5321 -2.5437 0.9541
C -4.1378 -3.0465 -1.8522
O -3.9819 -2.7475 -0.4700
H -4.6029 -3.9899 -1.7819
H -3.1801 -3.1656 -2.3446
H -5.0034 -2.5556 -2.2619
H -3.8124 -1.7968 -0.3233
C -1.2864 -5.0210 -0.6315
O -1.8523 -5.2097 -1.8489
N -0.1671 -5.5920 -0.2363
N -1.7423 -4.2302 0.2571
H 0.1796 -6.2834 -0.8165
H 0.0635 -5.6230 0.7531
H -1.4690 -4.5187 1.1678
H -2.6951 -3.9089 -0.0043
C 2.2422 -3.4399 -2.5138
O 2.4540 -2.6936 -3.6139
N 1.3306 -4.3793 -2.3753
N 2.8795 -3.3393 -1.4255
H 0.6206 -4.4680 -3.1774
H 0.8532 -4.5876 -1.4488
H 2.7533 -3.9334 -0.6490
H 3.4870 -2.4276 -1.2692
C -2.6884 1.7306 2.0368
O -3.2323 1.0603 3.0767
N -2.9696 2.9701 1.7035
N -1.7432 1.2651 1.2359
H -3.7964 3.4837 2.1120
H -2.5646 3.4160 0.8960
H -1.4601 0.3251 1.2586
H -1.2402 1.8720 0.6271
C 4.8207 2.4581 -3.0275
C 3.6064 1.6231 -2.5632
C 3.6688 0.3214 -3.4170
O 3.6292 1.3103 -1.3367
H 4.8486 3.4714 -2.6081
H 4.8961 2.4265 -4.0969
H 5.7621 2.0301 -2.7780
H 2.7832 2.2223 -2.8905
H 3.5220 0.5717 -4.4818
H 2.8243 -0.3853 -3.2015
H 4.5341 -0.2708 -3.3730
H 2.9858 1.7867 -0.7415
C 3.4079 3.7778 1.7297
C 2.4062 2.5872 1.6379
C 1.2787 2.9650 2.6125
O 1.9090 2.3745 0.5094
H 4.1613 3.6069 1.0407
H 3.5909 3.9312 2.7351
H 3.0097 4.7456 1.2604
H 2.9581 1.6431 1.8883
H 1.6231 3.1858 3.5942
H 0.6398 2.1219 2.7433
H 0.6586 3.8190 2.2926
H 1.1305 1.7903 0.5870
C -0.5092 -1.6762 -1.3093
C 0.4724 -0.5628 -1.0551
C 0.1317 0.6446 -1.9954
O 0.5243 -0.1409 0.1488
H -0.0451 -2.5958 -0.9438
H -0.7204 -1.9537 -2.3590
H -1.4191 -1.4062 -0.8033
H 1.4418 -0.9833 -1.3333
H 0.2477 0.2287 -3.0194
H 0.7842 1.5126 -1.8563
H -0.8948 0.9362 -1.8511
H 0.2161 -0.8150 0.8098
C 1.5098 -3.0195 2.3017
C 2.0715 -1.9051 3.2041
C 1.2450 -0.6304 3.0637
O 2.0011 -2.3081 4.3789
H 1.6728 -2.7924 1.3060
H 0.4931 -3.3510 2.5221
H 2.2439 -3.8919 2.4121
H 3.0592 -1.5848 3.0579
H 0.1871 -0.8263 2.8520
H 1.6797 -0.0108 2.3130
H 1.3330 0.1363 3.8125
H 2.9388 -2.3449 4.6745
C -2.5963 4.4953 -1.0057
C -1.1304 4.4002 -0.7433
C -0.7344 5.3207 0.4206
O -0.6576 3.3091 -0.3585
H -2.8671 5.2760 -1.7651
H -3.1742 4.7375 -0.0888
H -2.9077 3.5094 -1.3709
H -0.6740 4.7789 -1.7249
H 0.3188 5.3410 0.6427
H -1.3273 5.0589 1.2534
H -0.9946 6.3423 0.1672
H 0.2835 3.2768 -0.3549
*
```

***

Density functional theory data (ωB97M-V/def2-TZVPD) for a molecular structure, C10H16AuN5O6.

## Properties
relative energy (zero: lowest compared OMol25 entry of this formula, charge and spin) = 78.5 kJ/mol
HOMO-LUMO gap (alpha / beta) = 9.27 / 6.51 eV
LUMO energy (alpha / beta) = -6.1 / -8.8 eV
HOMO (alpha / beta) = -15.4 / -15.4 eV
max |F| = 0.0142 Eh/bohr

The geometry in ORCA input format:
```
! RIJCOSX wB97M-V def2-TZVPD def2/J DEFGRID3
* xyz 2 3
Au -0.0784 0.8717 -1.2456
O 0.6596 0.3800 5.3347
C 0.5512 0.3400 4.0081
C -0.6257 0.5944 3.3108
C -0.5934 0.5320 1.9269
N 0.5005 0.2422 1.2328
C 1.6063 -0.0432 1.9161
C 1.7022 -0.0013 3.2864
C 2.7265 -0.4926 1.0128
O 3.8532 0.0117 1.4148
O 2.5752 -1.1500 0.0024
C -1.8848 0.7512 1.1816
O -2.8931 1.0166 1.7787
O -1.8896 0.5931 -0.1477
H -0.1716 0.6265 5.7665
H -1.5554 0.8301 3.8125
H 2.6201 -0.2335 3.8089
N -2.3228 3.2746 -1.0261
C -1.0755 3.7011 -1.2196
N -0.8326 5.0008 -1.3724
O -0.0743 2.9088 -1.2617
H -3.0902 3.9213 -0.9534
H -2.4924 2.3043 -0.7886
H -1.5612 5.6934 -1.3577
H 0.1119 5.2932 -1.5598
N 1.1750 -4.0535 -2.3801
C -0.2060 -3.4315 -2.5121
C -0.1619 -1.9137 -2.6055
N 0.1802 -1.2294 -1.3411
H 1.1193 -5.0743 -2.4440
H 1.6216 -3.8340 -1.4852
H 1.8028 -3.7389 -3.1251
H -0.7847 -3.7733 -1.6561
H -0.6471 -3.8477 -3.4144
H -1.1478 -1.5856 -2.9288
H 0.5430 -1.5965 -3.3761
H 1.1487 -1.3479 -1.0234
H -0.4088 -1.5407 -0.5693
*
```

***

Density functional theory data (ωB97M-V/def2-TZVPD) for a molecular structure, C65H67F5NO5P2V at a distorted geometry.

## Properties
HOMO-LUMO gap (alpha / beta) = 5.02 / 5.03 eV
LUMO energy (alpha / beta) = 1.9 / 1.9 eV
HOMO (alpha / beta) = -3.1 / -3.1 eV
max |F| = 0.0784 Eh/bohr

The geometry in ORCA input format:
```
! RIJCOSX wB97M-V def2-TZVPD def2/J DEFGRID3
* xyz -1 2
V 0.6687 0.3698 0.1038
C -1.1379 -3.4989 5.6124
C -0.4565 -2.1885 6.0155
C 0.8350 -2.5226 6.7732
C -1.4154 -1.4282 6.9447
C -0.1017 -1.3187 4.8162
C -0.2119 -1.7659 3.5138
C 0.0887 -0.9019 2.4538
N -0.1063 -1.1089 1.1335
C -0.6713 -2.2394 0.6195
C -0.2096 -3.5256 0.8821
C -0.8241 -4.6318 0.3306
C -2.0090 -4.4380 -0.4020
C -2.5641 -3.2092 -0.6433
C -1.8732 -2.0246 -0.1791
O -2.2920 -0.8573 -0.3431
C -3.9199 -3.0614 -1.3238
C -4.4725 -4.3827 -1.8730
C -4.9089 -2.5391 -0.2698
C -3.8496 -2.0543 -2.4769
C -0.2418 -6.0282 0.4423
C 1.0448 -6.0507 1.2717
C -1.2500 -6.9838 1.0957
C 0.0904 -6.5143 -0.9757
C 0.4256 0.4724 2.7084
O 0.4395 1.1973 1.6378
C 0.6160 0.8989 4.0397
C 0.3574 -0.0156 5.0497
C 0.9919 2.3458 4.3314
C -0.2466 3.2068 4.0481
C 2.1397 2.7983 3.4217
C 1.4276 2.5633 5.7842
H -1.3724 -4.0788 6.5041
H -0.4893 -4.1021 4.9831
H -2.0647 -3.3045 5.0776
H 0.6149 -3.1130 7.6616
H 1.3446 -1.6124 7.0784
H 1.5060 -3.0890 6.1307
H -1.7356 -2.0705 7.7641
H -2.2935 -1.1023 6.3910
H -0.9361 -0.5525 7.3731
H -0.5660 -2.7582 3.2852
H 0.6767 -3.6234 1.4881
H -2.5102 -5.3131 -0.7820
H -4.6900 -5.0863 -1.0710
H -3.7829 -4.8434 -2.5771
H -5.4042 -4.1821 -2.3999
H -5.0006 -3.2486 0.5521
H -5.8920 -2.3959 -0.7173
H -4.5594 -1.5893 0.1232
H -3.1477 -2.3892 -3.2363
H -3.5269 -1.0904 -2.0985
H -4.8293 -1.9347 -2.9380
H 0.8612 -5.6968 2.2844
H 1.8091 -5.4305 0.8097
H 1.4230 -7.0699 1.3326
H -1.4988 -6.6429 2.0990
H -0.8212 -7.9825 1.1642
H -2.1685 -7.0492 0.5185
H 0.7516 -5.8009 -1.4626
H -0.8112 -6.6087 -1.5753
H 0.5822 -7.4846 -0.9381
H 0.4801 0.2963 6.0739
H -0.5259 3.1078 3.0030
H -0.0431 4.2562 4.2589
H -1.0823 2.8791 4.6648
H 1.8354 2.7408 2.3807
H 3.0128 2.1640 3.5652
H 2.4116 3.8292 3.6478
H 0.6044 2.3990 6.4754
H 1.7678 3.5898 5.9119
H 2.2484 1.8983 6.0434
O 1.3530 2.5517 -0.5316
P 1.0879 3.7098 -1.3969
C -0.1413 3.5376 -2.7858
P -1.2142 2.0476 -2.5245
O -1.2550 1.6283 -1.1229
C -2.8454 2.5838 -3.1172
C -3.0352 3.2728 -4.3130
C -4.3110 3.6220 -4.7057
C -5.4018 3.2845 -3.9178
C -5.2147 2.5814 -2.7350
C -3.9410 2.2279 -2.3372
C -0.7366 0.7690 -3.7288
C -0.9133 -0.5441 -3.3033
C -0.6668 -1.5949 -4.1684
C -0.2626 -1.3386 -5.4697
C -0.1088 -0.0290 -5.9038
C -0.3467 1.0248 -5.0402
C 0.3113 5.0332 -0.4097
C 0.7323 6.3546 -0.3584
C 0.0849 7.2460 0.4789
C -0.9733 6.8211 1.2661
C -1.3885 5.4986 1.2195
C -0.7467 4.6037 0.3867
C 2.5834 4.3818 -2.1693
C 3.8072 3.9314 -1.6894
C 4.9850 4.3939 -2.2443
C 4.9464 5.3075 -3.2896
C 3.7260 5.7643 -3.7644
C 2.5462 5.3066 -3.2085
H 0.3767 3.4904 -3.7406
H -0.7820 4.4225 -2.7763
H -2.1860 3.5339 -4.9297
H -4.4647 4.1655 -5.6278
H -6.3980 3.5612 -4.2305
H -6.0667 2.3178 -2.1264
H -3.7594 1.6774 -1.4247
H -1.2287 -0.7078 -2.2828
H -0.7795 -2.6145 -3.8265
H -0.0681 -2.1561 -6.1498
H 0.2042 0.1702 -6.9200
H -0.2101 2.0392 -5.3914
H 1.5648 6.6764 -0.9690
H 0.4068 8.2764 0.5195
H -1.4709 7.5219 1.9201
H -2.2112 5.1681 1.8356
H -1.0453 3.5628 0.3395
H 3.8131 3.1973 -0.8973
H 5.9377 4.0475 -1.8699
H 5.8635 5.6573 -3.7433
H 3.6966 6.4794 -4.5752
H 1.5972 5.6577 -3.5905
F 3.9707 -1.3725 -5.9479
C 3.3193 -1.1013 -4.7901
C 2.8813 -2.1394 -3.9537
F 3.1687 -3.4143 -4.2907
C 2.1649 -1.8713 -2.8131
F 1.7327 -2.8874 -2.0351
C 1.8194 -0.5468 -2.4079
O 1.1135 -0.2831 -1.3876
C 2.3245 0.4707 -3.2738
F 1.9847 1.7571 -2.9869
C 3.0205 0.2143 -4.4288
F 3.3878 1.2370 -5.2303
C 5.1960 -0.9054 1.3341
C 4.8389 0.4269 1.2216
C 3.5363 0.7767 0.9006
C 2.5547 -0.1814 0.6670
C 2.9464 -1.5160 0.7497
C 4.2389 -1.8775 1.0973
H 6.2105 -1.1836 1.5896
H 5.5786 1.2009 1.3908
H 3.2795 1.8269 0.8325
H 2.2377 -2.3058 0.5274
H 4.5025 -2.9246 1.1838
*
```

***

Density functional theory data (ωB97M-V/def2-TZVPD) for 2 unconnected molecules or ions with the total composition C5H7NO at a distorted geometry.

## Properties
relative energy (zero: lowest compared OMol25 entry of this formula, charge and spin) = 281.4 kJ/mol
HOMO-LUMO gap = 9.73 eV
LUMO energy = -0.5 eV
HOMO = -10.2 eV
max |F| = 0.0244 Eh/bohr

The geometry in ORCA input format:
```
! RIJCOSX wB97M-V def2-TZVPD def2/J DEFGRID3
* xyz 0 1
C -0.8445 -0.8448 1.1657
C -0.2979 0.4839 0.7565
C 0.8656 0.6934 0.1097
C 1.7917 -0.3875 -0.2785
O 1.6275 -1.5627 -0.0216
C -2.1024 0.7414 -1.7327
N -0.9816 0.7550 -2.1074
H -0.9965 -1.4906 0.2908
H -1.7923 -0.7427 1.6993
H -0.1129 -1.3670 1.7892
H -0.9185 1.3577 0.9688
H -0.0752 0.7116 -1.6372
H 1.1539 1.7125 -0.1499
H 2.6831 -0.0602 -0.8525
*
```

***

Density functional theory data (ωB97M-V/def2-TZVPD) for 3 unconnected molecules or ions with the total composition C4H10NO at a distorted geometry.

## Properties
relative energy (zero: lowest compared OMol25 entry of this formula, charge and spin) = 284.9 kJ/mol
HOMO-LUMO gap (alpha / beta) = 8.59 / 8.69 eV
LUMO energy (alpha / beta) = -0.4 / -1.1 eV
HOMO (alpha / beta) = -8.9 / -9.8 eV
max |F| = 0.1310 Eh/bohr

The geometry in ORCA input format:
```
! RIJCOSX wB97M-V def2-TZVPD def2/J DEFGRID3
* xyz 0 2
O -21.0032 0.7093 0.0529
C 4.0556 0.2034 1.7140
C 4.2497 -0.7403 0.7274
N 5.1453 -0.8347 -0.2483
C 6.0748 0.2778 -0.3668
C 6.8817 0.0406 -1.6409
H 4.7203 1.0599 1.8671
H 3.2337 0.0385 2.4040
H 3.5447 -1.5766 0.7433
H -20.7853 0.1094 -0.6479
H -19.6141 0.3895 0.2210
H 5.5180 1.2385 -0.4484
H 6.7854 0.3794 0.4823
H 7.6572 0.7646 -1.8436
H 7.3748 -0.9418 -1.5583
H 6.1007 -0.0286 -2.4880
*
```